1.
{
  "formula": "C5H9N2O",
  "method": "ωB97M-V/def2-TZVPD",
  "species": ["N", "C", "O", "C", "C", "C", "N", "C", "H", "H", "H", "H", "H", "H", "H", "H", "H"],
  "coordinates": [[-1.5741, -0.0108, -0.9787], [-0.8515, 0.2764, 0.3743], [-1.7825, 0.1474, 1.3433], [0.3516, -1.1775, 0.5916], [1.5885, -0.9106, 0.1993], [2.1313, 0.3771, -0.2953], [1.2587, 1.5463, 0.0025], [0.0319, 1.4007, 0.3059], [-2.3592, 0.6721, -1.1653], [-2.0847, -1.0263, -0.9364], [-0.9705, -0.3848, -1.7624], [-1.7146, 0.9970, 1.8307], [-0.2610, -2.0261, 0.9574], [2.4207, -1.5702, 0.5645], [3.0249, 0.3800, 0.2218], [2.4301, 0.2683, -1.4061], [-0.4284, 2.3602, 0.4262]],
  "gap_ev": 9.6,
  "largest_force_ev_per_a": 7.6,
  "charge": 1,
  "e_tot_ha": -380.28484
}

2.
{
  "formula": "C5H9N2O",
  "method": "ωB97M-V/def2-TZVPD",
  "species": ["C", "C", "C", "C", "C", "N", "N", "O", "H", "H", "H", "H", "H", "H", "H", "H", "H"],
  "coordinates": [[-2.5351, 0.3153, 0.4645], [-1.4886, 0.7813, 0.7691], [0.8678, -0.3431, -1.2617], [1.6450, 0.6971, -1.9062], [1.2947, -0.8264, 1.1669], [0.7990, -0.7719, -0.0529], [0.5318, -0.6639, 2.2449], [0.2059, -0.9708, -2.1414], [-3.3700, -0.3950, 0.2962], [1.0124, 1.3594, -2.5101], [2.2442, 1.1973, -1.2097], [2.2728, 0.1641, -2.6455], [2.1796, -1.3682, 1.4917], [-0.6529, 1.2822, 1.2883], [-0.3588, -0.1144, 2.2638], [-0.1815, -1.8636, -1.8982], [1.0292, -0.8451, 3.1443]],
  "gap_ev": 10.4,
  "largest_force_ev_per_a": 4.2,
  "charge": 1,
  "e_tot_ha": -380.31333
}

3.
{
  "formula": "C5H9N2O2",
  "method": "ωB97M-V/def2-TZVPD",
  "species": ["C", "C", "C", "C", "C", "N", "N", "O", "O", "H", "H", "H", "H", "H", "H", "H", "H", "H"],
  "coordinates": [[-2.7561, -0.4298, -0.3195], [0.7982, -0.1606, -0.0727], [0.8876, -0.6367, 1.3353], [1.3079, -0.8249, -1.2637], [-0.1312, 2.1676, -0.1889], [0.4058, 1.0355, -0.1822], [-3.8446, -0.3315, 0.1670], [-1.6819, -0.7700, -0.6658], [-5.0476, 0.2845, -0.0647], [0.3682, -0.1437, 2.1326], [1.8683, -0.5759, 1.7544], [0.6858, -1.7807, 1.3741], [0.5160, -1.4674, -1.3727], [2.2329, -1.4464, -1.1485], [1.4392, -0.1623, -2.1244], [-5.3248, 0.7426, 0.7341], [-1.1192, 2.4784, -0.6217], [0.3289, 2.9588, 0.2179]],
  "gap_ev": 9.1,
  "largest_force_ev_per_a": 3.9,
  "charge": 1,
  "e_tot_ha": -455.50604
}

Going through the records in order, we get ΔE to the lowest compared entry with this formula, charge and spin values of 104.8; 86.9; 138.5 kcal per mole.